# 1
C5H13N2O | wB97M-V/def2-TZVPD

CARTESIAN COORDINATES (ANGSTROEM)
N  -1.2019  1.7089  -1.8753
C  -0.8929  1.6394  -0.3620
C  -1.0585  0.2049  0.0061
N  -0.3484  -0.2421  1.0242
C  1.1167  -0.0323  1.4198
C  1.9284  -1.2693  1.0550
C  2.1710  -1.8134  -0.3390
O  -2.0734  -0.3760  -0.4564
H  -1.3466  0.7596  -2.2459
H  -2.0437  2.2041  -1.9841
H  -0.5346  2.1596  -2.4831
H  0.1438  1.9576  -0.2049
H  -1.5281  2.2394  0.3186
H  -0.8065  -1.0709  1.4291
H  1.2393  0.0251  2.4919
H  1.3810  0.9118  0.7623
H  1.6349  -2.2715  1.5842
H  2.9568  -1.1503  1.5107
H  1.3392  -1.5608  -1.0958
H  2.5391  -2.8082  -0.3607
H  2.8760  -1.0315  -0.7938

Output
Net charge   +1
HOMO level   -13.87 eV
SMILES   CCCNC(=O)C[NH3+]
Relative energy (zero: lowest compared OMol25 entry of this formula, charge and spin)   54.6 kcal per mole
Frontier orbital gap   10.1809 eV

=====

# 2
C5H13N2O | wB97M-V/def2-TZVPD

CARTESIAN COORDINATES (ANGSTROEM)
C  2.4415  -1.1857  -0.3244
O  3.6755  -0.5632  -0.5041
C  1.2298  -0.2807  -0.7568
C  0.6988  0.3582  0.5592
C  -0.7741  0.6122  0.4702
C  -1.7038  -0.3314  0.7160
N  -3.1066  -0.2681  0.3890
N  -1.0514  1.8714  -0.0191
H  2.4393  -1.4881  0.7446
H  2.3944  -2.1174  -0.9003
H  3.7399  0.1992  -1.0767
H  1.5862  0.2684  -1.6130
H  0.4075  -0.8267  -1.2124
H  1.2493  1.3254  0.7024
H  0.8405  -0.2864  1.4638
H  -1.3306  -1.2434  1.1254
H  -3.6730  0.1955  1.1029
H  -3.1673  0.3515  -0.4416
H  -3.5171  -1.2025  0.2647
H  -0.3765  2.4323  -0.5085
H  -2.0022  2.1797  -0.1814

Output
Net charge   +1
HOMO level   -12.77 eV
SMILES   N/C(=C\[NH3+])CCCO
Relative energy (zero: lowest compared OMol25 entry of this formula, charge and spin)   62.1 kcal per mole
Frontier orbital gap   8.9492 eV

=====

# 3
C5H13N2O | wB97M-V/def2-TZVPD

CARTESIAN COORDINATES (ANGSTROEM)
C  -0.7523  -0.7373  -1.9157
C  -1.6351  -0.0090  -0.7820
C  -0.9015  0.0845  0.6279
C  -0.7679  -0.9348  1.4492
C  -0.0798  1.7835  1.8896
N  -0.2280  1.3609  0.6840
N  0.5336  -0.0177  -2.1317
H  -0.8263  -1.8214  -1.8100
H  -1.3550  -0.6025  -2.8261
H  -2.6244  -0.5216  -0.7732
H  -1.7815  1.0508  -1.1582
H  -1.4992  -1.8462  1.3121
H  -0.1881  -0.9801  2.3754
H  -0.6469  1.3381  2.7610
H  0.0571  2.8451  2.0023
H  0.3874  0.6768  -2.9429
H  0.7090  0.5511  -1.3196
H  1.3717  -0.6083  -2.1806
H  3.4121  -1.4895  0.1981
H  2.6557  -0.1574  0.4993
O  2.8277  -1.1136  0.7803

Output
Net charge   +1
HOMO level   -13.20 eV
Relative energy (zero: lowest compared OMol25 entry of this formula, charge and spin)   87.3 kcal per mole
Frontier orbital gap   9.5578 eV

=====

# 4
C5H13N2O | wB97M-V/def2-TZVPD

CARTESIAN COORDINATES (ANGSTROEM)
N  1.7550  -0.4198  -1.0329
C  1.1354  -0.7076  0.3904
C  2.2056  -1.0162  1.4138
C  0.2734  0.4637  0.8359
N  -1.0965  -0.0212  0.9926
C  -2.1506  0.7355  0.2905
C  -1.8629  0.7774  -1.2102
O  -0.8977  0.2663  -1.7285
H  0.9475  -0.4126  -1.6663
H  2.3197  -1.2539  -1.1942
H  2.2718  0.4489  -1.1043
H  0.5467  -1.5866  0.1552
H  2.9344  -0.2256  1.6354
H  2.7571  -1.9631  1.3522
H  1.5798  -1.1502  2.3127
H  0.3206  1.3519  0.2039
H  0.5701  0.8491  1.8275
H  -1.4681  -0.2332  1.9037
H  -3.0528  0.1910  0.5380
H  -2.2251  1.7688  0.6708
H  -2.6665  1.1444  -1.8642

Output
Net charge   +1
HOMO level   -12.89 eV
SMILES   C[C@H]([NH3+])CNCC=O
Relative energy (zero: lowest compared OMol25 entry of this formula, charge and spin)   41.8 kcal per mole
Frontier orbital gap   9.8866 eV

=====

# 5
C5H13N2O | wB97M-V/def2-TZVPD

CARTESIAN COORDINATES (ANGSTROEM)
C  -1.1468  -0.3107  1.2137
C  -0.1173  0.2642  2.1360
C  0.8027  0.5347  0.0918
C  1.4623  -1.5696  -0.9259
C  -1.2985  0.0062  -1.2702
N  1.3935  1.5133  -0.6237
N  -0.8364  0.5538  -0.0088
O  1.0488  0.3286  1.3562
H  -0.7632  -1.2921  0.8772
H  -2.1256  -0.4007  1.6236
H  -0.4641  1.3966  2.2744
H  -0.0627  -0.1961  3.0741
H  2.2657  -1.2647  -1.5601
H  0.6384  -1.9156  -1.4894
H  1.5084  -1.9860  0.0580
H  -0.5836  0.0224  -2.1036
H  -1.5791  -1.0248  -1.2198
H  -2.2223  0.4664  -1.7074
H  1.0272  1.5350  -1.6266
H  2.2529  1.8857  -0.3551
H  -1.2002  1.4534  0.1856

Output
Net charge   +1
<S²>   2.01
HOMO level (alpha / beta)   -10.00 / -15.04 eV
2S+1   3
Relative energy (zero: lowest compared OMol25 entry of this formula, charge and spin)   49.6 kcal per mole
Frontier orbital gap (alpha / beta)   7.1869 / 10.5187 eV

=====

# 6
C5H13N2O | wB97M-V/def2-TZVPD

CARTESIAN COORDINATES (ANGSTROEM)
C  0.8270  0.7020  3.2965
C  -0.2280  0.9476  2.2784
C  -1.1784  1.8537  2.2623
N  -0.1762  -0.0124  1.1174
H  0.9111  1.5494  3.9630
H  0.5979  -0.1844  3.9007
H  1.7966  0.4544  2.8585
H  -1.8820  1.9122  1.4434
H  -1.2385  2.5740  3.0609
H  0.8109  -0.1714  0.8850
H  -0.5612  0.3556  0.2481
H  -0.5808  -0.9216  1.3612
C  0.2004  0.3903  -2.8909
N  -0.0466  -0.8764  -3.4540
C  0.0282  -2.1168  -2.7614
O  0.3152  0.5600  -1.7078
H  0.3338  1.1898  -3.6279
H  -0.1132  -0.9128  -4.4775
H  1.0394  -2.2242  -2.3426
H  -0.1368  -2.9321  -3.4605
H  -0.7189  -2.1370  -1.9530

Output
Net charge   +2
<S²>   0.77
HOMO level (alpha / beta)   -17.22 / -17.22 eV
2S+1   2
Relative energy (zero: lowest compared OMol25 entry of this formula, charge and spin)   36.0 kcal per mole
Frontier orbital gap (alpha / beta)   9.3501 / 4.1571 eV

=====

# 7
C5H13N2O2 | wB97M-V/def2-TZVPD

CARTESIAN COORDINATES (ANGSTROEM)
C  2.8576  -0.2609  0.0114
C  -1.2347  0.3321  1.4811
C  -2.8785  -1.2869  -0.3047
C  0.7506  -0.3239  -1.1462
C  -1.6928  0.7303  0.1293
N  3.9771  0.4178  0.3559
N  1.9221  0.2492  -0.7508
O  -1.4556  1.9693  -0.2461
O  -2.5077  0.0430  -0.6389
H  2.7702  -1.2842  0.3433
H  -0.3809  0.9417  1.7636
H  -0.9713  -0.7216  1.5286
H  -2.0325  0.5173  2.2094
H  -2.0057  -1.9419  -0.3201
H  -3.5817  -1.5952  -1.0772
H  -3.3631  -1.3297  0.6718
H  0.6541  -1.3806  -0.9812
H  0.3026  0.0967  -2.0242
H  4.6226  0.0371  1.0237
H  4.0910  1.3874  0.1097
H  2.0625  1.2069  -1.0622
H  -1.9061  2.1961  -1.0764

Output
Net charge   +1
HOMO level (alpha / beta)   -9.49 / -9.49 eV
Relative energy (zero: lowest compared OMol25 entry of this formula, charge and spin)   72.7 kcal per mole
Frontier orbital gap (alpha / beta)   6.1536 / 6.1585 eV

=====

# 8
C5H13N2O2S | wB97M-V/def2-TZVPD

CARTESIAN COORDINATES (ANGSTROEM)
C  -1.5040  -0.1963  -1.0596
C  1.6123  1.8922  0.2136
C  -2.9799  -0.6984  0.7886
C  2.6758  -1.3462  -0.2023
C  0.7969  0.8908  -0.5091
N  -2.5856  -0.8064  -0.5652
N  -0.8749  0.7054  -0.2745
O  0.1496  -1.7087  -0.8351
O  0.7654  -0.9858  1.4074
S  1.0093  -0.8793  0.0250
H  -1.1355  -0.1337  -2.1345
H  2.5847  1.4655  0.2656
H  1.1287  2.1370  1.0872
H  1.6794  2.7362  -0.4133
H  -3.8880  0.0626  0.9712
H  -3.4154  -1.5418  1.2714
H  -2.0921  -0.4199  1.5571
H  2.8425  -2.2508  0.4727
H  3.0061  -1.5836  -1.1711
H  3.4044  -0.4439  0.0785
H  0.7783  0.7268  -1.6130
H  -3.0806  -1.5915  -0.9685
H  -1.0992  0.5608  0.6907

Output
Net charge   +1
<S²>   2.01
HOMO level (alpha / beta)   -9.69 / -14.52 eV
2S+1   3
Relative energy (zero: lowest compared OMol25 entry of this formula, charge and spin)   17.7 kcal per mole
Frontier orbital gap (alpha / beta)   7.1415 / 6.4216 eV

=====

# 9
C5H13N2O2Si | wB97M-V/def2-TZVPD

CARTESIAN COORDINATES (ANGSTROEM)
C  -2.8140  1.4755  -1.1331
C  0.5368  -0.4356  -1.3715
C  1.3824  -0.7276  0.9380
C  -0.7763  -1.7242  0.2873
C  0.1305  -0.5160  0.0954
N  -2.2041  2.7360  -1.2251
N  -0.5604  2.4648  -0.4707
O  -3.7912  1.2469  -1.8320
O  -2.3321  0.6816  -0.2588
Si  -0.7499  1.1041  0.6482
H  -0.3456  -0.3547  -2.0020
H  1.1585  0.4421  -1.5413
H  1.1013  -1.3250  -1.6790
H  1.1188  -0.7540  1.9934
H  2.0799  0.0933  0.7925
H  1.8845  -1.6634  0.6789
H  -1.0735  -1.8147  1.3323
H  -1.6788  -1.6156  -0.3073
H  -0.2720  -2.6520  -0.0077
H  -1.9930  3.0103  -2.1728
H  -0.4395  3.3587  -0.0167
H  0.4881  1.7216  1.4083
H  -1.5487  0.9455  1.8873

Output
Net charge   -1
HOMO level   -4.96 eV
Relative energy (zero: lowest compared OMol25 entry of this formula, charge and spin)   0.0 kcal per mole
Frontier orbital gap   8.5818 eV

=====

# 10
C5H13N2S | wB97M-V/def2-TZVPD

CARTESIAN COORDINATES (ANGSTROEM)
C  0.1094  -0.5682  0.5429
N  -1.3924  -0.3018  0.7511
C  -1.9102  1.1276  0.9800
C  -1.2189  1.8148  2.2980
S  -2.3814  2.6819  3.3127
C  0.3935  -1.1710  -0.8478
N  1.7577  -0.8863  -1.3426
C  2.0511  -0.9109  -2.7674
H  0.7677  0.2844  0.7229
H  0.5263  -1.3089  1.3308
H  -1.6396  -0.9390  1.5424
H  -1.7852  1.7003  -0.0980
H  -2.8661  0.9559  1.0859
H  -0.3880  2.4404  1.9477
H  -0.8148  1.1358  3.0579
H  0.3816  -2.2065  -1.0896
H  -0.4712  -0.7340  -1.4918
H  2.1312  -0.2566  -0.7232
H  2.0532  -1.9408  -3.0946
H  1.4809  -0.1737  -3.3029
H  3.2151  -0.7434  -2.8144

Output
Net charge   -1
HOMO level   -2.24 eV
SMILES   CNCCNCC[S-]
Relative energy (zero: lowest compared OMol25 entry of this formula, charge and spin)   71.5 kcal per mole
Frontier orbital gap   5.3852 eV

=====

# 11
C5H13N3 | wB97M-V/def2-TZVPD

CARTESIAN COORDINATES (ANGSTROEM)
C  -1.2708  0.4782  0.3415
C  -0.7701  0.0501  1.7299
C  1.8395  0.4456  -1.8498
C  -0.2174  -1.3631  1.7608
N  -0.3213  0.2574  -0.7349
C  0.8732  0.9314  -0.8097
N  -0.5992  -0.7418  -1.6815
N  1.2304  1.9004  -0.0782
H  -0.4823  -1.6705  -1.2828
H  -1.5507  -0.6490  -2.0121
H  0.5525  2.2172  0.6061
H  -1.5450  1.5414  0.3711
H  -2.1720  -0.0915  0.0953
H  -1.6009  0.1395  2.4314
H  0.0201  0.7301  2.0589
H  1.3057  0.0081  -2.6975
H  2.4539  1.2904  -2.1702
H  2.4949  -0.3134  -1.4109
H  0.0554  -1.6362  2.7891
H  0.6761  -1.4430  1.1422
H  -0.9721  -2.0813  1.4012

Output
Net charge   0
HOMO level   -8.54 eV
SMILES   [H]/N=C(/C)N(N)CCC
Relative energy (zero: lowest compared OMol25 entry of this formula, charge and spin)   26.7 kcal per mole
Frontier orbital gap   9.3953 eV